[1]
{"formula": "C41H50GeKN10OS", "method": "ωB97M-V with the def2-TZVPD basis set", "homo_energy_ev": -4.654, "lumo_ev": 2.004, "de_lowest_kcal_mol": 44.8, "gap_ha": 0.2447, "total_charge": -1, "elements": ["K", "N", "C", "N", "C", "N", "C", "C", "N", "C", "C", "N", "H", "H", "H", "H", "H", "S", "C", "C", "C", "C", "C", "C", "H", "H", "H", "H", "H", "C", "C", "C", "C", "C", "C", "C", "H", "H", "H", "H", "H", "H", "H", "C", "C", "C", "C", "Ge", "C", "C", "C", "C", "H", "H", "H", "H", "H", "H", "H", "H", "H", "H", "H", "H", "H", "H", "H", "H", "H", "H", "H", "N", "C", "C", "C", "N", "C", "N", "C", "C", "N", "C", "C", "C", "O", "C", "C", "C", "C", "N", "C", "H", "H", "H", "H", "H", "H", "H", "H", "H", "H", "H", "H", "H", "H"], "xyz": [[6.4391, -15.1801, -18.0625], [5.6866, -19.7081, -15.0033], [5.2892, -18.3933, -14.9359], [5.6670, -17.7763, -16.0440], [6.2493, -18.7497, -16.7896], [6.3512, -19.9262, -16.1638], [6.7254, -18.6284, -18.2106], [7.8386, -19.3636, -18.5722], [8.2490, -19.3131, -19.8617], [7.5626, -18.5696, -20.6829], [6.4711, -17.8461, -20.3008], [5.9729, -17.9643, -19.0621], [5.5221, -20.4096, -14.2928], [4.8097, -17.9467, -14.0275], [8.4274, -19.9135, -17.8315], [7.8870, -18.5751, -21.7732], [5.7916, -17.4360, -21.0026], [4.9837, -12.8365, -19.3606], [4.0123, -13.8016, -20.5167], [4.7893, -14.5170, -21.4753], [4.1862, -15.3114, -22.4108], [2.8293, -15.4456, -22.4672], [2.0521, -14.7413, -21.5501], [2.5993, -13.8596, -20.6379], [5.9093, -14.4859, -21.3496], [4.7595, -15.9241, -23.1482], [2.3257, -16.0271, -23.2345], [0.9189, -14.8989, -21.6340], [1.9275, -13.2616, -20.1208], [6.8487, -11.1830, -15.4000], [7.9998, -11.8103, -15.7846], [8.1003, -12.1805, -17.1865], [9.2718, -12.3894, -17.8320], [10.5147, -12.2935, -17.1352], [10.4870, -12.1335, -15.7618], [9.2643, -12.1067, -15.0015], [6.0760, -11.0777, -16.1383], [6.7104, -10.8240, -14.3912], [7.1314, -12.2021, -17.7732], [9.3414, -12.7286, -18.8172], [11.4354, -12.4571, -17.6645], [11.4569, -12.1503, -15.2379], [9.3597, -11.6236, -14.0508], [11.5225, -17.7945, -12.1094], [11.2927, -16.4613, -12.8337], [10.3333, -16.6426, -14.0353], [10.1482, -15.3393, -14.8402], [8.9615, -13.9839, -14.1685], [7.1498, -14.6673, -14.4676], [6.1577, -14.7644, -13.3211], [6.5068, -15.4536, -12.0568], [5.2909, -15.4495, -11.0356], [12.3472, -17.7094, -11.3661], [11.5576, -18.6210, -12.7856], [10.6542, -18.0201, -11.4725], [12.2230, -15.9651, -13.0851], [10.8362, -15.7362, -12.1745], [9.4312, -17.1772, -13.7049], [10.8438, -17.3797, -14.6339], [9.7525, -15.6172, -15.7976], [11.0686, -14.8124, -15.0213], [9.2125, -13.7363, -12.6483], [7.3685, -15.6740, -14.7660], [6.6675, -14.1384, -15.3287], [5.3029, -15.3399, -13.8127], [5.7462, -13.7645, -13.0088], [7.2834, -15.0336, -11.5170], [6.8595, -16.4950, -12.2449], [5.0049, -14.4438, -10.8461], [5.6652, -15.8078, -10.1097], [4.4737, -16.0368, -11.4591], [8.8601, -16.3521, -18.6241], [9.8595, -16.8991, -18.3382], [11.0157, -17.6577, -18.1594], [11.1779, -18.4283, -16.9996], [11.4002, -19.1651, -16.1098], [11.7914, -17.9450, -19.3046], [12.4081, -18.3281, -20.2151], [-2.1412, -13.6670, -17.6616], [-1.5566, -13.9665, -16.2748], [-1.6166, -15.4859, -15.9713], [-2.8942, -16.0602, -15.9404], [-3.7865, -15.5384, -14.9132], [-0.5336, -16.2413, -15.7928], [-0.6444, -17.3997, -15.4999], [0.8338, -15.6590, -15.9272], [1.3301, -14.9523, -16.9879], [2.5823, -14.2720, -16.9332], [3.3139, -14.4246, -15.8167], [2.8877, -15.2611, -14.7669], [1.7270, -15.8072, -14.8482], [-1.8957, -12.5999, -17.8730], [-3.2389, -13.7866, -17.6765], [-1.6267, -14.1246, -18.4429], [-2.1921, -13.4446, -15.5660], [-0.5146, -13.7066, -16.1381], [-2.8519, -17.1345, -15.7999], [-3.3607, -15.9157, -16.9472], [-3.4141, -15.8570, -13.9320], [-4.7493, -15.9232, -15.0400], [-3.8531, -14.4258, -14.8851], [0.6823, -14.8369, -17.8446], [2.8580, -13.6575, -17.7808], [4.2984, -13.9586, -15.5823], [1.4168, -16.3497, -13.9083]], "lowdin_charge": [0.49, 0.01, -0.14, 0.12, -0.30, 0.11, -0.26, -0.06, 0.11, -0.15, -0.12, 0.11, 0.15, 0.13, 0.12, 0.13, 0.09, 0.36, -0.70, -0.18, -0.16, -0.15, -0.13, -0.14, 0.10, 0.11, 0.09, 0.12, 0.07, 0.05, -0.35, -0.09, -0.08, -0.09, -0.14, -0.32, 0.05, 0.05, 0.06, 0.09, 0.09, 0.11, 0.08, -0.11, -0.28, -0.26, -0.30, 1.00, -0.31, -0.32, -0.28, -0.08, 0.08, 0.05, 0.06, 0.10, 0.07, 0.11, 0.05, 0.04, 0.06, 0.00, 0.04, 0.04, 0.09, 0.13, 0.06, 0.11, 0.05, 0.05, 0.07, 0.09, -0.24, -0.31, -0.26, 0.12, -0.26, 0.11, -0.08, -0.13, -0.03, -0.28, -0.09, -0.46, 0.08, -0.13, -0.01, -0.05, -0.10, 0.07, -0.13, 0.09, 0.08, 0.04, 0.10, 0.10, 0.12, 0.13, 0.09, 0.06, 0.08, 0.11, 0.04, 0.11, 0.14]}

---

[2]
{"formula": "C41H50N2O9", "method": "ωB97M-V with the def2-TZVPD basis set", "homo_energy_ev": -7.858, "smiles": "CC(C)=CCC[C@H](C)CCc1c(COCOCCO)c(O)c(C)c2c1C(=O)c1c(ccc(CC=O)c1CC(=O)O)C2=O.c1cc[nH]c1.c1cc[nH]c1", "lumo_ev": -2.035, "gap_ha": 0.2140, "elements": ["C", "C", "C", "C", "C", "C", "C", "C", "C", "C", "C", "C", "C", "O", "C", "O", "C", "C", "O", "C", "O", "C", "C", "C", "C", "C", "O", "C", "C", "C", "C", "C", "C", "C", "O", "C", "C", "C", "O", "O", "C", "O", "H", "H", "H", "H", "H", "H", "H", "H", "H", "H", "H", "H", "H", "H", "H", "H", "H", "H", "H", "H", "H", "H", "H", "H", "H", "H", "H", "H", "H", "H", "H", "H", "H", "H", "H", "H", "H", "H", "H", "H", "C", "C", "C", "N", "C", "H", "H", "H", "H", "H", "C", "C", "C", "N", "C", "H", "H", "H", "H", "H"], "xyz": [[6.8081, -2.2830, -2.1045], [6.9218, -2.5797, -0.4962], [6.4717, -4.1019, 0.0087], [7.4220, -1.6462, 0.5490], [6.9524, -0.0934, 0.7851], [5.9731, 0.5231, -0.3761], [5.4417, 2.0506, -0.0929], [6.4482, 2.9544, 0.8568], [4.0191, 1.9226, 0.7726], [2.7078, 1.7639, -0.2128], [1.3832, 2.1310, 0.6805], [1.0070, 3.7554, 0.7944], [1.9194, 4.9499, 0.1044], [1.1491, 5.9136, -0.6970], [0.2935, 5.2545, -1.6960], [-1.1339, 5.2562, -1.3045], [-1.7285, 3.9125, -1.4072], [-2.1048, 3.5590, -2.9961], [-3.3779, 2.8032, -2.9749], [-0.3146, 4.2783, 1.6644], [-0.6171, 5.7280, 1.7953], [-1.2674, 3.1043, 2.3781], [-2.5892, 3.6698, 3.1905], [-0.8662, 1.4942, 2.2490], [0.4864, 0.9717, 1.4150], [0.8158, -0.6553, 1.3926], [2.1072, -0.9943, 1.3352], [-0.4419, -1.7505, 1.4925], [-1.7693, -1.1884, 2.3408], [-3.1108, -2.1041, 2.5659], [-3.0660, -3.6428, 1.9403], [-1.7437, -4.2025, 1.0892], [-1.8857, -5.7698, 0.5442], [-2.2526, -6.7240, 1.8679], [-1.5199, -7.8431, 2.1265], [-0.3867, -3.2650, 0.8127], [0.8935, -3.8008, -0.0597], [0.4420, -4.4085, -1.5511], [-0.3857, -3.7454, -2.3879], [1.0376, -5.7345, -1.9190], [-1.8051, 0.3525, 2.9643], [-2.6383, 0.5495, 3.9973], [5.7488, -1.8132, -2.3260], [6.8577, -3.2750, -2.7658], [7.6095, -1.4913, -2.4281], [6.8040, -4.3204, 1.1208], [7.0580, -4.8790, -0.6821], [5.3274, -4.3179, -0.1721], [8.2136, -2.0962, 1.3204], [6.4070, -0.0163, 1.8176], [7.9361, 0.5543, 0.8517], [6.5416, 0.5018, -1.4175], [5.0177, -0.1675, -0.4617], [5.2570, 2.6032, -1.1330], [6.1826, 4.0909, 0.6289], [6.0876, 2.7687, 1.9722], [7.5930, 2.7098, 0.6948], [4.0253, 1.0202, 1.5182], [3.8679, 2.8962, 1.4226], [2.7894, 2.4479, -1.1800], [2.5802, 0.6564, -0.6323], [2.4275, 5.5612, 0.9950], [2.7935, 4.5427, -0.5765], [0.7255, 4.1961, -1.9499], [0.3814, 5.9037, -2.6933], [-0.9843, 3.0537, -1.0520], [-2.6960, 3.7881, -0.7242], [-2.1867, 4.6056, -3.5456], [-1.1840, 2.9263, -3.3895], [-3.2231, 1.9931, -3.5484], [-0.1907, 6.0208, 2.6768], [-2.4615, 4.8302, 3.4160], [-3.5770, 3.5936, 2.5272], [-2.7278, 3.1461, 4.2537], [-4.0175, -1.6397, 3.1416], [-3.9986, -4.3415, 2.0993], [-2.8005, -5.8904, -0.1819], [-0.8756, -6.2062, 0.1265], [-3.0901, -6.4713, 2.6459], [1.4216, -4.6559, 0.5569], [1.7130, -2.9975, -0.2901], [0.3625, -6.4681, -1.6940], [-5.8801, 3.3406, -5.7506], [-4.7062, 4.0802, -6.0300], [-4.1266, 3.5235, -7.1481], [-4.9072, 2.4710, -7.5503], [-5.9816, 2.3553, -6.7072], [-6.5770, 3.5092, -4.9399], [-4.3250, 4.9281, -5.4757], [-3.2273, 3.7847, -7.6898], [-4.7200, 1.8739, -8.3452], [-6.7237, 1.5829, -6.8589], [-8.0066, -5.3274, 4.8111], [-8.2860, -4.2529, 3.9331], [-7.1073, -3.5703, 3.7316], [-6.1276, -4.1924, 4.4610], [-6.6656, -5.2681, 5.1181], [-8.7077, -6.0655, 5.1786], [-9.2438, -4.0044, 3.4945], [-6.8827, -2.6967, 3.1343], [-5.1591, -3.9033, 4.5064], [-6.0501, -5.8968, 5.7476]], "lowdin_charge": [-0.12, -0.27, -0.12, -0.09, -0.20, -0.19, -0.33, -0.12, -0.18, -0.18, -0.04, 0.01, -0.16, -0.16, -0.19, -0.16, -0.18, -0.20, -0.13, -0.08, -0.06, -0.04, -0.10, 0.02, 0.02, -0.18, -0.05, 0.04, -0.01, 0.02, 0.00, -0.06, -0.11, -0.11, -0.10, -0.02, -0.06, -0.26, -0.01, -0.05, -0.20, -0.05, 0.07, 0.09, 0.08, 0.08, 0.07, 0.08, 0.11, 0.12, 0.10, 0.11, 0.11, 0.14, 0.09, 0.09, 0.08, 0.12, 0.11, 0.11, 0.12, 0.15, 0.12, 0.14, 0.16, 0.12, 0.15, 0.13, 0.13, 0.11, 0.14, 0.08, 0.10, 0.09, 0.10, 0.08, 0.14, 0.10, 0.12, 0.14, 0.13, 0.13, -0.11, -0.12, -0.15, -0.01, -0.14, 0.09, 0.09, 0.10, 0.15, 0.10, -0.11, -0.11, -0.15, -0.01, -0.14, 0.09, 0.09, 0.10, 0.13, 0.11]}

---

[3]
{"formula": "C41H51AsF3HgN7O4S2SbSi3", "method": "ωB97M-V with the def2-TZVPD basis set", "homo_energy_ev": [-0.634, -2.792], "spin_multiplicity": 2, "lumo_ev": [3.929, 3.912], "de_lowest_kcal_mol": 20.8, "gap_ha": [0.1677, 0.2464], "total_charge": -2, "elements": ["Hg", "C", "C", "N", "N", "C", "N", "S", "C", "C", "C", "C", "C", "N", "H", "H", "H", "H", "H", "H", "H", "H", "H", "O", "C", "O", "C", "C", "N", "N", "C", "C", "O", "O", "H", "H", "H", "F", "C", "C", "C", "C", "C", "C", "Sb", "C", "C", "C", "C", "F", "C", "C", "C", "C", "C", "C", "F", "C", "C", "H", "H", "H", "H", "H", "H", "H", "H", "H", "H", "H", "H", "C", "Si", "C", "C", "As", "Si", "C", "C", "C", "Si", "C", "C", "C", "H", "H", "H", "H", "H", "H", "H", "H", "H", "H", "H", "H", "H", "H", "H", "H", "H", "H", "H", "H", "H", "H", "H", "H", "H", "H", "H", "S", "C", "N"], "xyz": [[0.3042, -0.0759, 0.2876], [1.9093, -2.5204, 3.9192], [1.2934, -2.1566, 2.5931], [0.7539, -0.9459, 2.3958], [0.4969, -0.1778, 3.4732], [0.1618, 1.0551, 3.3196], [-0.3360, 1.7240, 4.4301], [0.2317, 1.9936, 1.8583], [1.2664, -3.0691, 1.5211], [1.8097, -4.3823, 1.6072], [1.6165, -5.2661, 0.5846], [0.8963, -4.8512, -0.5490], [0.4596, -3.5416, -0.5958], [0.6232, -2.6611, 0.3728], [1.5982, -1.7834, 4.6563], [3.0011, -2.5206, 3.8490], [1.5908, -3.5094, 4.2448], [-0.0446, 1.3058, 5.3023], [-0.2318, 2.7265, 4.3769], [2.3770, -4.6717, 2.4821], [1.9899, -6.2821, 0.6388], [0.7324, -5.5283, -1.3741], [-0.0742, -3.1829, -1.4664], [-2.7091, 4.4957, -4.0853], [-1.7063, 4.9758, -3.3909], [-1.2681, 6.0962, -3.5879], [-1.0874, 4.0928, -2.3767], [0.0905, 4.3912, -1.7143], [0.3936, 3.3361, -0.9465], [-0.5298, 2.3849, -1.0268], [-1.4483, 2.8097, -1.8756], [-2.7179, 2.0290, -2.0997], [-3.3786, 2.2628, -3.1396], [-3.0456, 1.2409, -1.1979], [-3.0026, 3.5341, -3.7643], [0.6845, 5.2792, -1.7665], [1.1607, 3.2149, -0.2929], [-4.8277, 2.3809, 5.6350], [-4.3555, 1.7170, 4.5378], [-4.5667, 0.3556, 4.4451], [-4.0787, -0.3134, 3.3372], [-3.3970, 0.3634, 2.3365], [-3.2261, 1.7342, 2.4444], [-3.7003, 2.4226, 3.5495], [-2.6294, -0.7229, 0.6201], [-2.3100, -2.5605, 1.7681], [-2.3981, -3.7728, 1.0943], [-2.0491, -4.9638, 1.7034], [-1.5894, -4.9203, 3.0043], [-1.2477, -6.0890, 3.6240], [-1.4771, -3.7353, 3.7022], [-1.8291, -2.5556, 3.0703], [-4.6994, -1.2140, 0.1491], [-5.3432, -2.2799, 0.7536], [-6.6855, -2.5283, 0.5181], [-7.3744, -1.6890, -0.3337], [-8.7009, -1.9263, -0.5631], [-6.7591, -0.6244, -0.9594], [-5.4177, -0.3969, -0.7084], [-5.1025, -0.1644, 5.2255], [-4.2350, -1.3808, 3.2575], [-2.7127, 2.2680, 1.6579], [-3.5587, 3.4874, 3.6550], [-2.7431, -3.7837, 0.0667], [-2.1211, -5.9089, 1.1869], [-1.1233, -3.7432, 4.7222], [-1.7194, -1.6200, 3.6024], [-4.7964, -2.9402, 1.4116], [-7.1940, -3.3556, 0.9900], [-7.3163, 0.0155, -1.6265], [-4.9090, 0.4224, -1.1887], [3.6337, -2.2719, -2.1057], [4.3473, -1.0344, -0.8427], [4.4390, -1.8956, 0.8633], [6.2123, -0.8696, -1.3350], [3.0355, 0.9232, -0.7144], [3.5052, 1.8505, -2.8613], [2.3179, 1.0429, -4.1125], [3.1651, 3.7436, -2.9434], [5.3022, 1.7083, -3.5689], [4.3479, 2.1695, 0.8250], [6.2682, 2.3636, 0.7068], [3.6872, 3.9738, 0.9394], [3.9607, 1.4469, 2.5484], [4.0368, -3.2718, -1.9660], [3.8432, -1.9659, -3.1274], [2.5567, -2.3324, -1.9890], [4.7424, -2.9361, 0.7768], [3.4610, -1.8739, 1.3293], [5.1459, -1.4008, 1.5241], [6.7662, -1.7579, -1.0457], [6.6857, -0.0226, -0.8513], [6.3246, -0.7489, -2.4061], [1.2955, 1.3066, -3.8548], [2.3799, -0.0406, -4.0682], [2.4976, 1.3497, -5.1392], [2.1007, 3.9256, -3.0386], [3.6491, 4.2034, -3.7998], [3.5155, 4.2606, -2.0550], [5.5031, 0.7031, -3.9246], [6.0436, 1.9540, -2.8141], [5.4441, 2.3871, -4.4060], [6.5749, 2.6513, -0.2947], [6.7744, 1.4381, 0.9629], [6.6211, 3.1283, 1.3932], [3.6297, 4.4504, -0.0351], [4.3108, 4.5986, 1.5729], [2.6895, 3.9634, 1.3703], [4.3325, 0.4355, 2.6659], [2.8802, 1.4095, 2.6557], [4.3526, 2.0448, 3.3650], [-0.1437, -1.9022, -4.0584], [0.1657, -1.0560, -2.7543], [0.4857, -0.4125, -1.8235]], "lowdin_charge": [0.71, -0.05, -0.36, -0.11, -0.05, -0.91, 0.04, 0.54, -0.29, -0.06, -0.11, -0.10, -0.21, 0.04, 0.05, 0.07, 0.06, 0.07, 0.05, 0.09, 0.09, 0.08, 0.06, 0.09, -0.54, 0.04, -0.06, -0.05, -0.02, 0.04, -0.13, -0.58, 0.01, -0.14, 0.06, 0.13, 0.05, 0.02, -0.28, -0.02, -0.13, -0.34, -0.13, -0.02, 1.56, -0.39, -0.16, -0.02, -0.28, 0.02, -0.02, -0.13, -0.33, -0.13, -0.03, -0.29, 0.02, -0.01, -0.10, 0.11, 0.09, 0.07, 0.11, 0.11, 0.11, 0.11, 0.09, 0.08, 0.11, 0.11, 0.07, -0.20, 0.32, -0.21, -0.21, 0.77, 0.34, -0.23, -0.21, -0.22, 0.32, -0.22, -0.22, -0.22, 0.03, 0.02, -0.01, 0.03, -0.01, 0.01, 0.02, -0.01, 0.00, 0.02, -0.01, 0.03, 0.00, 0.02, -0.01, 0.00, 0.00, 0.02, 0.00, 0.00, 0.01, -0.01, 0.02, 0.00, 0.00, -0.03, 0.03, 0.53, -1.05, -0.10]}